[1]
Here is a cluster of 2 separate species, CH5NOS in total from the Open Molecules 2025 dataset. Energies are from ωB97M-V/def2-TZVPD.

Last column: natural (NBO) charge in e.
Atoms and positions in Å:
C: -1.791899 -1.383670 -0.228095  -0.737
N: 2.409442 0.939089 0.001917  -1.066
O: -2.197685 1.125832 -0.443345  -0.901
S: -1.805810 0.074378 0.491989  1.174
H: -2.047843 -1.545125 -1.258819  0.239
H: -1.509334 -2.221111 0.378333  0.226
H: 2.593922 1.897088 0.275000  0.358
H: 1.420164 0.769059 0.151803  0.352
H: 2.929046 0.344464 0.631219  0.355

Atoms 1-6, force components in eV/Å:
0.1097 0.9949 0.9099
-0.1144 0.1040 -0.0926
-0.0546 0.5499 0.1033
-0.0718 -1.4677 -1.0387
-0.0871 0.1698 -0.2700
0.1072 -0.2454 0.3042

Calculated values
* E_HOMO: -9.986 eV
* energy relative to the best compared isomer or geometry (same formula, charge and spin): 1.6966 eV
* HOMO-LUMO gap: 9.66 eV
* LUMO level: -0.01216 Ha


[2]
Here is a structure of composition C6H10O from the Open Molecules 2025 dataset. Energies are from ωB97M-V/def2-TZVPD.

Last column: natural (NBO) charge in e.
Atoms and positions in Å:
C: -1.842688 0.128137 0.208114  -0.637
C: -0.586055 0.913646 0.506845  0.124
C: 0.372556 -2.187219 0.200662  -0.391
C: 1.003694 -1.078285 -0.176153  -0.176
C: 0.834078 0.276377 0.457227  -0.317
C: 1.137627 1.476911 -0.451962  -0.046
O: -0.246995 1.819860 -0.557953  -0.534
H: -2.101029 -0.533483 1.044285  0.210
H: -1.730298 -0.472179 -0.698539  0.221
H: -2.670205 0.830262 0.057078  0.224
H: -0.716655 1.475831 1.445073  0.165
H: 0.552111 -3.140264 -0.289874  0.203
H: -0.358295 -2.186482 1.007463  0.190
H: 1.724040 -1.136807 -0.994748  0.199
H: 1.352330 0.298533 1.422905  0.221
H: 1.716448 2.269977 0.038241  0.169
H: 1.582676 1.258739 -1.430473  0.175

Atoms 1-6, force components in eV/Å:
0.0173 -0.0098 -0.0286
-0.2701 -0.1487 0.2365
0.0561 0.1274 -0.0335
-0.1092 -0.2188 0.0196
0.0078 -0.0838 0.0531
0.3838 0.0310 -0.0564

Calculated values
* E_HOMO: -9.614 eV
* energy relative to the best compared isomer or geometry (same formula, charge and spin): 1.3799 eV
* HOMO-LUMO gap: 10.71 eV
* LUMO level: 0.04013 Ha


[3]
Here is a structure of composition C49H37AsBrF4N3NiP2Se from the Open Molecules 2025 dataset. Energies are from ωB97M-V/def2-TZVPD.

Last column: Löwdin charge in e.
Atoms and positions in Å:
Ni: 1.487689 -1.930095 0.993363  -0.024
F: 2.250021 -8.427727 -1.383617  0.184
C: 1.853949 -7.181796 -1.244595  -0.114
C: 0.939518 -6.636755 -2.136471  -0.115
F: 0.470048 -7.368535 -3.126619  0.176
C: 0.528296 -5.320904 -1.981004  -0.188
F: -0.337714 -4.829304 -2.860752  0.138
C: 1.006486 -4.524142 -0.948261  -0.302
P: 0.414826 -2.808516 -0.761897  1.063
C: 0.993067 -2.052992 -2.306278  -0.327
C: 0.259739 -1.190602 -3.119389  -0.090
C: 0.833882 -0.670456 -4.270621  -0.046
C: 2.143510 -0.973665 -4.606389  -0.041
C: 2.891580 -1.804724 -3.785722  -0.049
C: 2.320414 -2.343056 -2.645792  -0.086
C: -1.368559 -3.065486 -0.663754  -0.367
C: -1.814531 -3.666497 0.516004  -0.112
C: -3.152896 -3.977706 0.676215  -0.050
C: -4.056547 -3.680785 -0.337143  -0.040
C: -3.615944 -3.099238 -1.515772  -0.037
C: -2.271078 -2.802697 -1.689912  -0.079
C: 1.920424 -5.098043 -0.082033  -0.521
Br: 2.634707 -4.053629 1.319215  1.083
C: 2.353404 -6.401722 -0.208551  -0.241
F: 3.234098 -6.916615 0.635769  0.121
H: -0.761358 -0.924839 -2.887126  0.084
H: 0.247467 -0.027443 -4.911119  0.107
H: 2.579887 -0.565552 -5.507516  0.120
H: 3.914963 -2.046457 -4.037549  0.118
H: 2.917129 -3.000993 -2.026417  0.105
H: -1.110689 -3.906993 1.307687  0.103
H: -3.492152 -4.455026 1.585402  0.117
H: -5.104249 -3.916640 -0.211454  0.120
H: -4.315215 -2.889190 -2.312905  0.121
H: -1.939317 -2.401883 -2.635613  0.096
Se: 1.328918 -1.919218 5.324165  1.248
N: 2.857765 -1.086831 5.627086  -0.186
C: 3.421934 -0.861293 4.451928  -0.374
C: 4.667391 -0.207739 4.192512  0.049
C: 5.033283 -0.055011 2.893951  -0.013
C: 4.196428 -0.520322 1.831079  -0.071
N: 3.065484 -1.139854 2.021180  -0.012
C: 2.678714 -1.326002 3.330730  -0.510
N: 1.534758 -1.936845 3.552209  -0.230
H: 5.280305 0.143381 5.011252  0.137
H: 5.960960 0.430563 2.628327  0.124
H: 4.498510 -0.354443 0.803258  0.140
C: -0.894255 0.364532 -0.227581  -0.390
C: -1.749000 1.568667 0.157284  -0.435
As: -2.893276 2.120418 -1.362733  1.310
C: -1.446532 2.944807 -2.388831  -0.423
C: -0.634240 3.951723 -1.868077  -0.116
C: 0.381543 4.501724 -2.631543  -0.089
C: 0.597910 4.055231 -3.931930  -0.073
C: -0.210988 3.065383 -4.464777  -0.088
C: -1.230618 2.515540 -3.694048  -0.140
C: -3.614081 3.752480 -0.572485  -0.425
C: -3.691218 3.982780 0.796535  -0.117
C: -4.246984 5.161742 1.279844  -0.080
C: -4.732916 6.115318 0.399916  -0.074
C: -4.665938 5.887894 -0.968437  -0.070
C: -4.115104 4.712013 -1.450748  -0.122
P: 0.359946 0.009654 1.043159  1.066
C: -0.576670 0.071903 2.592722  -0.362
C: -1.277742 -1.071322 2.967533  -0.129
C: -2.105513 -1.059377 4.076967  -0.072
C: -2.235953 0.101062 4.830982  -0.053
C: -1.554821 1.248964 4.454196  -0.047
C: -0.736804 1.242774 3.331990  -0.080
C: 1.508181 1.403029 0.975958  -0.339
C: 2.181679 1.863284 2.109859  -0.117
C: 3.080780 2.911540 2.012311  -0.056
C: 3.330116 3.502297 0.779586  -0.044
C: 2.676091 3.044276 -0.352946  -0.052
C: 1.766309 2.000310 -0.258951  -0.071
H: -0.386453 0.509349 -1.180559  0.045
H: -1.518286 -0.530374 -0.322500  0.067
H: -1.136419 2.420849 0.458140  0.065
H: -2.398220 1.304676 0.992102  0.062
H: -0.816737 4.332374 -0.868453  0.109
H: 0.991663 5.298623 -2.226275  0.110
H: 1.380170 4.497893 -4.533872  0.110
H: -0.064677 2.738165 -5.486011  0.106
H: -1.886207 1.765024 -4.123667  0.090
H: -3.323496 3.253981 1.508381  0.082
H: -4.304035 5.331405 2.346979  0.106
H: -5.164252 7.032529 0.776591  0.110
H: -5.046722 6.626648 -1.660634  0.111
H: -4.066517 4.550604 -2.522234  0.103
H: -1.182404 -1.981634 2.390257  0.071
H: -2.652624 -1.951046 4.352305  0.116
H: -2.878569 0.113882 5.700803  0.119
H: -1.669681 2.160331 5.025159  0.119
H: -0.254768 2.161204 3.029821  0.109
H: 2.000587 1.412118 3.077661  0.104
H: 3.584829 3.271477 2.899175  0.118
H: 4.028678 4.324604 0.705968  0.118
H: 2.857806 3.504906 -1.314213  0.110
H: 1.257130 1.678086 -1.157738  0.101

Atoms 1-6, force components in eV/Å:
0.4442 0.0507 -0.6533
-0.0075 0.0370 0.0070
-0.0151 0.0201 -0.0217
0.0175 -0.0035 0.0275
0.0087 0.0178 0.0265
0.0273 -0.0547 -0.0250

Calculated values
* E_HOMO (alpha / beta): -12.425 / -12.425 eV
* total charge: +2
* HOMO-LUMO gap (alpha / beta): 5.79 / 5.79 eV
* LUMO level (alpha / beta): -0.24378 / -0.24374 Ha